No. 1
Molecular formula: C56H77BCl3N8O4P2PbS
Method: DFT, ωB97M-V with the def2-TZVPD basis set

Last column: Mulliken charge in e.
CARTESIAN COORDINATES (ANGSTROEM)
Pb -0.966 -0.605 1.332  2.176
C 0.695 2.536 5.296  -2.351
C 0.753 3.057 3.857  2.728
C 1.199 4.523 3.859  -2.014
C -0.662 2.981 3.280  -1.628
P 1.727 1.819 2.785  1.330
C 2.174 2.930 1.328  -1.029
N 1.578 2.569 0.030  0.711
B 1.597 1.377 -0.781  0.299
N 0.739 1.624 -1.922  1.012
C 0.092 0.869 -2.996  -2.170
P -0.162 -0.979 -2.774  1.211
C 0.757 -1.678 -4.292  2.314
C 2.141 -1.040 -4.366  -2.144
C 0.959 -3.167 -3.976  -1.717
C 0.090 -1.497 -5.654  -2.090
C -2.019 -1.082 -3.217  2.931
C -2.582 -0.252 -4.377  -1.953
C -2.693 -0.614 -1.920  -0.620
C -2.419 -2.546 -3.426  -1.625
C 0.390 2.971 -1.867  0.012
C -0.261 3.750 -2.810  -0.500
C -0.416 5.108 -2.561  -0.935
C 0.079 5.673 -1.395  -1.079
C 0.754 4.903 -0.456  -0.792
C 0.902 3.543 -0.687  0.425
C 3.425 1.567 3.601  2.270
C 4.275 0.828 2.570  -2.106
C 4.169 2.830 4.032  -2.024
C 3.247 0.614 4.788  -1.986
H -0.110 3.043 5.836  0.584
H 0.485 1.465 5.306  0.391
H 1.626 2.730 5.830  0.335
H 0.693 5.037 4.682  0.581
H 2.272 4.642 4.003  0.183
H 0.904 5.032 2.939  0.402
H -1.322 3.696 3.778  0.776
H -0.675 3.202 2.209  0.012
H -1.078 1.984 3.430  -0.186
H 1.829 3.932 1.559  -0.703
H 3.256 2.959 1.221  0.604
H -0.915 1.284 -3.050  0.395
H 0.587 1.065 -3.953  0.693
H 2.589 -0.956 -3.380  0.119
H 2.802 -1.667 -4.972  0.716
H 2.113 -0.054 -4.831  0.340
H 1.600 -3.263 -3.100  0.034
H 0.019 -3.678 -3.765  0.274
H 1.445 -3.672 -4.816  0.641
H -0.148 -0.448 -5.837  0.253
H 0.782 -1.828 -6.435  0.495
H -0.820 -2.086 -5.751  0.427
H -2.204 0.770 -4.394  0.129
H -2.391 -0.705 -5.349  0.426
H -3.667 -0.193 -4.253  0.570
H -2.530 0.448 -1.742  -0.454
H -3.773 -0.779 -1.975  0.805
H -2.312 -1.158 -1.052  -0.999
H -1.970 -2.981 -4.318  0.366
H -2.133 -3.148 -2.563  -0.288
H -3.505 -2.610 -3.538  0.486
H -0.614 3.331 -3.743  0.476
H -0.904 5.730 -3.300  0.406
H -0.044 6.734 -1.222  0.394
H 1.178 5.383 0.415  0.490
H 4.595 1.466 1.753  0.456
H 5.179 0.438 3.044  0.712
H 3.729 -0.020 2.154  0.138
H 4.214 3.566 3.227  0.272
H 3.710 3.288 4.909  0.298
H 5.199 2.568 4.295  0.505
H 2.613 -0.231 4.510  0.294
H 4.219 0.217 5.093  0.514
H 2.807 1.098 5.656  0.377
N 5.439 1.193 -6.720  -0.603
C 5.108 1.061 -5.382  1.218
C 4.273 2.002 -4.769  -0.784
C 3.988 1.910 -3.422  -0.254
C 4.520 0.864 -2.680  -0.928
C 5.358 -0.068 -3.264  0.132
C 5.651 0.028 -4.611  -0.956
S 4.226 0.833 -0.935  2.026
O 4.294 2.211 -0.530  -0.858
O 5.144 -0.080 -0.326  -0.854
N 2.632 0.325 -0.687  0.912
C 2.499 -1.063 -0.458  -0.916
N 3.274 -1.857 -1.186  0.014
C 3.298 -3.144 -0.843  -0.845
C 2.567 -3.637 0.221  -1.134
C 1.748 -2.737 0.880  -0.512
N 1.689 -1.455 0.521  0.809
H 4.804 1.733 -7.282  0.207
H 5.813 0.376 -7.172  0.201
H 3.867 2.819 -5.354  0.320
H 3.369 2.647 -2.926  0.273
H 5.770 -0.856 -2.649  0.450
H 6.312 -0.694 -5.075  0.305
H 3.943 -3.775 -1.446  0.442
H 2.620 -4.673 0.520  0.523
H 1.129 -3.017 1.727  0.421
C -4.593 0.144 3.220  -0.778
C -4.457 1.367 2.357  1.451
C -5.056 2.559 2.733  -0.963
C -4.841 3.727 2.016  -1.073
C -3.975 3.703 0.938  -0.567
C -3.364 2.524 0.527  -0.136
C -2.427 2.579 -0.650  0.787
C -3.638 1.321 1.205  -0.645
N -3.068 0.104 0.806  0.526
C -3.918 -0.935 0.426  0.057
C -5.310 -0.623 -0.080  -2.154
C -3.453 -2.209 0.399  1.007
C -4.321 -3.330 -0.125  -2.273
N -2.132 -2.482 0.759  0.850
C -1.778 -3.788 1.149  -0.679
C -2.250 -4.313 2.369  1.635
C -3.244 -3.538 3.185  -1.020
C -1.813 -5.557 2.798  -0.743
C -0.907 -6.296 2.053  -1.246
C -0.482 -5.807 0.831  -0.681
C -0.924 -4.575 0.359  -0.216
C -0.560 -4.151 -1.038  -1.136
H -3.609 -0.137 3.609  -0.031
H -4.966 -0.715 2.662  -0.042
H -5.262 0.335 4.059  0.524
H -5.685 2.585 3.617  0.425
H -5.327 4.651 2.307  0.358
H -3.761 4.620 0.397  0.464
H -1.802 3.473 -0.608  0.299
H -2.990 2.624 -1.586  0.457
H -1.784 1.702 -0.665  -1.349
H -5.458 0.454 -0.127  0.374
H -6.087 -1.051 0.561  0.389
H -5.450 -1.032 -1.085  0.503
H -4.547 -3.194 -1.190  0.453
H -5.277 -3.388 0.403  0.418
H -3.810 -4.285 -0.011  0.417
H -2.915 -2.508 3.330  -0.213
H -3.398 -4.005 4.157  0.461
H -4.204 -3.498 2.664  0.276
H -2.176 -5.949 3.742  0.421
H -0.551 -7.252 2.419  0.381
H 0.200 -6.398 0.227  0.462
H 0.438 -4.495 -1.308  0.559
H -0.605 -3.068 -1.138  -0.567
H -1.268 -4.596 -1.746  0.976
Cl -2.532 -1.819 6.330  -0.147
C -0.889 -2.240 5.840  0.771
Cl -0.648 -3.978 6.064  -0.160
Cl 0.261 -1.361 6.877  -0.194
C -0.597 -1.805 4.326  -0.669
O -1.237 -0.793 3.976  -0.584
O 0.219 -2.494 3.720  -0.439

frontier orbital gap	5.2	eV
largest force on an atom	0.92	eV Å⁻¹
net charge	-1
E_HOMO	-0.12116	Ha
energy relative to the best compared isomer or geometry (same formula, charge and spin)	0.0	kJ/mol


No. 2
Molecular formula: C56H81BrGaN12O
Method: DFT, ωB97M-V with the def2-TZVPD basis set

Last column: Mulliken charge in e.
CARTESIAN COORDINATES (ANGSTROEM)
C -1.311 -2.159 5.021  -1.331
C -1.527 -1.384 3.726  0.099
C -0.255 -0.721 3.213  -0.054
C -0.420 -0.022 1.857  0.658
C 0.582 1.120 1.691  -1.712
Ga -0.356 -1.222 0.225  -0.861
C 1.368 -2.356 0.094  -0.437
C 2.129 -2.479 1.357  0.010
O 2.902 -1.631 1.786  -0.697
N 1.979 -3.688 2.070  0.097
C 2.693 -3.708 3.338  -0.910
C 0.630 -4.256 2.121  -0.886
C -1.996 -2.479 0.123  -0.461
C -2.830 -2.375 -1.131  -0.254
C -3.515 -1.034 -1.292  -0.553
Br -1.724 -2.716 -2.749  -0.266
H -2.247 -2.523 5.450  0.476
H -0.665 -3.025 4.848  0.121
H -0.822 -1.533 5.773  0.229
H -2.296 -0.616 3.870  0.483
H -1.907 -2.071 2.965  -0.261
H 0.536 -1.481 3.173  -0.525
H 0.088 0.001 3.971  0.645
H -1.432 0.416 1.843  0.269
H 0.312 1.753 0.841  0.188
H 0.629 1.766 2.580  0.495
H 1.595 0.741 1.520  0.287
H -0.414 -0.263 -1.075  -0.189
H 1.075 -3.327 -0.308  0.471
H 2.017 -1.857 -0.627  0.560
H 2.543 -4.684 3.801  0.391
H 2.356 -2.920 4.023  0.259
H 3.757 -3.562 3.169  0.281
H 0.487 -5.051 1.384  0.276
H -0.135 -3.499 1.951  0.028
H 0.462 -4.678 3.112  0.433
H -2.669 -2.222 0.951  0.262
H -1.686 -3.520 0.253  0.384
H -3.568 -3.176 -1.213  0.542
H -4.072 -0.828 -0.374  0.009
H -2.776 -0.243 -1.422  -0.143
H -4.216 -1.027 -2.129  0.467
N -1.140 1.722 -2.879  0.136
C -0.038 2.238 -2.253  -1.026
C -0.311 3.539 -1.919  0.057
C -1.641 3.813 -2.348  -0.966
C -2.124 2.671 -2.934  -0.606
H -1.230 0.774 -3.208  0.139
H 0.834 1.629 -2.091  0.726
H 0.363 4.211 -1.414  0.535
H -2.183 4.736 -2.231  0.499
H -3.079 2.456 -3.383  0.507
N 0.533 3.160 -5.274  0.090
C 0.522 4.491 -5.571  -0.225
C 1.313 4.677 -6.678  -0.406
C 1.807 3.403 -7.069  -0.951
C 1.309 2.489 -6.176  -0.691
H 0.045 2.737 -4.496  0.294
H -0.038 5.180 -4.961  0.468
H 1.523 5.613 -7.171  0.429
H 2.475 3.192 -7.887  0.564
H 1.449 1.423 -6.105  0.394
N 3.426 2.366 -10.440  0.010
C 3.669 3.694 -10.658  -0.480
C 4.921 3.806 -11.202  -0.443
C 5.453 2.491 -11.314  -0.407
C 4.506 1.626 -10.835  -0.511
H 2.582 1.993 -10.045  0.246
H 2.936 4.442 -10.408  0.432
H 5.405 4.726 -11.482  0.409
H 6.421 2.215 -11.695  0.390
H 4.513 0.554 -10.737  0.371
N -3.439 -3.513 9.491  0.091
C -3.248 -2.165 9.344  -0.628
C -1.978 -1.973 8.875  -0.375
C -1.381 -3.254 8.731  -0.512
C -2.304 -4.187 9.119  -0.316
H -4.292 -3.935 9.804  0.165
H -4.032 -1.463 9.573  0.385
H -1.528 -1.022 8.642  0.419
H -0.390 -3.464 8.367  0.423
H -2.252 -5.262 9.149  0.362
N 0.891 8.368 -6.523  0.134
C 0.409 9.353 -5.707  -0.403
C 0.689 10.558 -6.294  -0.552
C 1.368 10.287 -7.514  -0.660
C 1.477 8.926 -7.626  -0.319
H 0.825 7.384 -6.335  0.222
H -0.086 9.115 -4.782  0.374
H 0.438 11.526 -5.894  0.400
H 1.735 11.008 -8.226  0.398
H 1.917 8.313 -8.394  0.412
N -7.808 -1.052 1.463  -0.020
C -6.446 -0.929 1.465  -0.541
C -6.137 0.328 1.908  -0.079
C -7.365 0.991 2.183  -0.775
C -8.377 0.114 1.899  -0.440
H -8.312 -1.872 1.179  0.178
H -5.811 -1.742 1.154  0.428
H -5.142 0.727 2.019  0.514
H -7.488 1.998 2.547  0.380
H -9.446 0.221 1.969  0.370
N 3.033 3.514 -2.997  0.902
C 3.674 2.709 -2.097  -1.020
C 4.658 3.451 -1.493  -0.644
C 4.599 4.758 -2.049  -0.542
C 3.584 4.762 -2.970  -0.733
H 2.265 3.242 -3.588  -0.158
H 3.385 1.681 -1.955  0.738
H 5.344 3.092 -0.745  0.436
H 5.227 5.599 -1.806  0.525
H 3.211 5.546 -3.607  0.601
N -5.733 -6.509 10.390  0.109
C -6.489 -7.502 10.950  -0.795
C -6.407 -8.600 10.134  -0.260
C -5.566 -8.252 9.042  -0.319
C -5.167 -6.954 9.225  -0.516
H -5.619 -5.599 10.794  0.151
H -7.017 -7.346 11.874  0.382
H -6.901 -9.543 10.303  0.525
H -5.287 -8.877 8.210  0.379
H -4.525 -6.330 8.626  0.354
N -5.133 -11.884 10.737  0.029
C -4.978 -13.068 11.404  -0.547
C -5.481 -14.066 10.611  -0.370
C -5.959 -13.457 9.417  -0.615
C -5.729 -12.112 9.530  -0.214
H -4.858 -10.979 11.077  0.253
H -4.523 -13.103 12.379  0.375
H -5.503 -15.114 10.857  0.388
H -6.418 -13.949 8.576  0.398
H -5.935 -11.302 8.852  0.281
N 5.360 7.577 -5.573  0.087
C 6.054 6.787 -4.699  -0.438
C 7.038 7.555 -4.135  -0.690
C 6.931 8.859 -4.694  -0.460
C 5.884 8.840 -5.577  -0.543
H 4.579 7.273 -6.127  0.189
H 5.783 5.757 -4.544  0.649
H 7.751 7.220 -3.400  0.416
H 7.548 9.713 -4.469  0.390
H 5.467 9.614 -6.199  0.397
N 6.118 0.576 -4.084  0.090
C 6.256 1.891 -4.426  -0.123
C 7.420 2.019 -5.137  -0.486
C 8.004 0.724 -5.228  -0.553
C 7.177 -0.144 -4.566  -0.535
H 5.359 0.202 -3.544  0.203
H 5.521 2.618 -4.122  0.173
H 7.809 2.937 -5.544  0.457
H 8.928 0.463 -5.718  0.379
H 7.254 -1.204 -4.395  0.403

frontier orbital gap	6.7	eV
largest force on an atom	0.68	eV Å⁻¹
net charge	-1
E_HOMO	-0.18906	Ha